[1]
The following is a quantum chemistry calculation of a cluster of 2 separate species, C4H4O3S in total in a non-equilibrium geometry, from the Open Molecules 2025 dataset.

Results
Charge: -2
Relative energy (zero: lowest compared OMol25 entry of this formula, charge and spin) in kcal/mol: 45.2
Highest occupied orbital energy (alpha / beta) in Eh: 0.0194 / 0.0195

CARTESIAN COORDINATES (ANGSTROEM)
C 1.93238 1.24550 -0.53207
C -0.97535 2.60886 0.18874
C 0.26013 -0.47748 0.09538
C 0.45307 0.90478 -0.46108
O 2.63930 1.12839 0.53566
O 2.34155 1.77810 -1.61190
O -0.91027 3.66939 -0.35883
S -2.05356 2.07442 1.35054
H -0.30489 -1.14856 -0.57398
H 1.10829 -1.00550 0.46436
H -0.36585 -0.53916 0.93666
H 0.00550 0.91824 -1.54651

Atoms 1-6, force components in eV/Å:
0.87 2.25 0.71
1.12 -1.04 -0.32
-1.40 -0.46 -0.38
-1.33 0.79 -2.38
-0.82 -0.55 -1.12
-0.08 -0.70 0.32

---

[2]
The following is a quantum chemistry calculation of the ion C3H5N2 with charge +1 in a non-equilibrium geometry, from the Open Molecules 2025 dataset.

Results
Charge: +1
Relative energy (zero: lowest compared OMol25 entry of this formula, charge and spin) in kcal/mol: 177.2
Highest occupied orbital energy (alpha / beta) in Eh: -0.4969 / -0.5540

CARTESIAN COORDINATES (ANGSTROEM)
C 0.65135 1.80598 0.69911
C -0.11631 0.78254 0.62201
C -0.19507 -0.51978 -0.25639
N 1.72376 0.14177 -1.40470
N 0.82797 -0.59670 -1.26541
H -0.78714 0.62641 1.61407
H 1.16072 2.77408 0.83762
H -0.29200 -1.39755 0.50111
H -1.11475 -0.58271 -1.00709
H 0.92049 -1.58205 -1.86081

Atoms 1-6, force components in eV/Å:
0.31 -0.82 -1.51
-0.92 -1.13 1.80
-3.97 -0.18 0.78
1.42 2.47 -0.09
1.82 -3.78 -0.83
1.10 0.52 -2.19

---

[3]
The following is a quantum chemistry calculation of the ion C5H10NOS with charge -1 in a non-equilibrium geometry, from the Open Molecules 2025 dataset.

Results
Charge: -1
Relative energy (zero: lowest compared OMol25 entry of this formula, charge and spin) in kcal/mol: 9.7
Highest occupied orbital energy in Eh: -0.0905

CARTESIAN COORDINATES (ANGSTROEM)
O -2.26631 -0.22521 -1.51426
C -1.63453 0.77818 -1.22229
N -0.69179 0.77898 -0.23639
C 0.03890 -0.47430 0.30309
C 0.95718 0.06843 1.32288
S 2.23759 -1.14540 1.95367
C 0.68572 -1.10988 -0.90509
C -1.96868 2.16534 -1.74175
H -0.27565 1.61436 0.14060
H -0.67997 -1.15906 0.74849
H 0.48475 0.36712 2.26719
H 1.48128 1.00100 1.09053
H 1.02013 -2.12656 -0.68754
H 1.48602 -0.58522 -1.42619
H -0.04970 -1.29050 -1.69878
H -1.46193 2.95199 -1.18905
H -1.64796 2.17120 -2.79081
H -3.02881 2.39886 -1.77503

Atoms 1-6, force components in eV/Å:
0.14 0.05 -0.79
-0.37 0.40 2.31
0.17 -1.37 0.06
-0.85 1.81 -1.72
1.90 -0.30 2.67
-0.34 0.24 -0.39

---

[4]
The following is a quantum chemistry calculation of an isolated molecule of C14H17N3O3 in a non-equilibrium geometry, from the Open Molecules 2025 dataset.

Results
Relative energy (zero: lowest compared OMol25 entry of this formula, charge and spin) in kcal/mol: 83.9
Highest occupied orbital energy in Eh: -0.2905

CARTESIAN COORDINATES (ANGSTROEM)
C -1.14812 -1.21375 0.84645
C -1.72507 -1.35953 -0.54547
C 0.26508 -1.84960 0.93545
C 1.37390 -1.19403 0.15398
C 1.56029 -1.59005 -1.15158
C 2.38542 -0.22356 0.38119
C 3.22914 0.04738 -0.71093
C 2.70270 0.38813 1.62129
C 4.20748 1.02161 -0.71759
C 3.63648 1.40774 1.58816
C 4.40210 1.59934 0.50159
C -2.03937 1.17733 -0.62457
C -3.24311 1.55006 0.33948
C -1.82652 2.29739 -1.67608
H -2.76312 -1.21656 2.08905
H -2.28379 -2.70640 1.43937
H -1.04289 -0.11879 1.17351
H 0.23319 -2.98371 0.74054
H 0.48090 -1.63758 1.99432
H 1.14756 -2.36508 -1.86868
H 3.15420 -0.96124 -2.46719
H 2.16111 0.04744 2.50418
H 4.60183 1.45437 -1.70350
H 3.69539 1.94145 2.42875
H 5.15062 2.43669 0.43782
H -2.63024 -0.33409 -2.12887
H -1.11382 1.11527 -0.00964
H -0.81011 2.68887 -1.56832
H -1.85307 1.88630 -2.66623
H -2.76872 3.03397 -1.69153
H -4.42920 0.56634 1.41053
N -1.95199 -1.87512 1.89565
N 2.69080 -0.84647 -1.61187
N -2.17121 -0.18163 -1.20049
O -1.83296 -2.31688 -1.24873
O -3.63203 2.62572 0.62799
O -3.73319 0.33174 0.70256

Atoms 1-6, force components in eV/Å:
1.08 0.55 1.09
-1.04 3.82 -2.01
0.44 0.04 1.16
-1.00 -1.80 -2.76
2.28 0.86 -1.08
0.75 1.07 4.08

---

[5]
The following is a quantum chemistry calculation of a structure of composition C33H51BrN5O4PS2Sr in a non-equilibrium geometry, from the Open Molecules 2025 dataset.

Results
Relative energy (zero: lowest compared OMol25 entry of this formula, charge and spin) in kcal/mol: 26.8
Highest occupied orbital energy in Eh: -0.2483

CARTESIAN COORDINATES (ANGSTROEM)
Sr 0.13421 -0.12122 0.12219
O -1.50837 -1.80536 -0.57864
N -2.41667 -2.71262 -0.86792
C -3.58825 -2.65567 -0.19257
C -4.60593 -3.53384 -0.42885
C -4.41443 -4.51322 -1.41180
C -3.22340 -4.56520 -2.08358
C -2.15661 -3.66729 -1.82322
S -0.67397 -3.76489 -2.62588
H -3.62796 -1.84595 0.52171
H -5.52303 -3.45149 0.13509
H -5.19900 -5.22228 -1.64161
H -3.03918 -5.31080 -2.84249
O -0.10433 0.13919 -6.54037
C -0.07259 0.33890 -5.20776
C -0.99708 -0.21784 -4.33287
C -0.87271 0.04643 -2.98561
N 0.10466 0.81034 -2.47164
C 0.96259 1.31921 -3.33328
Br 2.34232 2.39887 -2.57953
C 0.94240 1.14478 -4.69971
H -0.81583 -0.47208 -6.76175
H -1.78454 -0.87369 -4.68104
H -1.56487 -0.38016 -2.27026
H 1.67248 1.60114 -5.35003
C -3.38356 4.29954 2.89830
C -2.28197 3.41312 2.31113
C -1.96302 2.27366 3.29424
C -0.99917 4.25039 2.21408
P -2.57395 2.65566 0.56623
N -1.57535 1.53442 0.25310
C -2.43113 4.07642 -0.69610
C -3.11690 5.40208 -0.35700
C -3.02615 3.54624 -2.00925
C -0.93774 4.31751 -0.96926
C -4.37069 2.01096 0.46925
C -4.44808 1.07253 -0.74562
C -5.49545 3.04584 0.39189
C -4.61245 1.12686 1.70067
H -3.02388 4.74553 3.83223
H -4.28305 3.73646 3.14074
H -3.66373 5.11654 2.23459
H -1.33440 2.65405 4.10701
H -1.42062 1.47629 2.77944
H -2.85250 1.84678 3.74892
H -0.64024 4.47135 3.22490
H -1.15838 5.20326 1.71274
H -0.21471 3.70633 1.68271
H -4.16958 5.27898 -0.10249
H -3.06771 6.06105 -1.23025
H -2.62834 5.92497 0.46460
H -4.11528 3.52250 -1.99704
H -2.65346 2.54452 -2.23058
H -2.72533 4.20762 -2.82695
H -0.47848 4.98545 -0.24303
H -0.81953 4.77894 -1.95429
H -0.40061 3.36717 -0.96584
H -4.63128 1.60656 -1.67676
H -5.27364 0.36744 -0.60794
H -3.51727 0.50760 -0.83904
H -5.48150 3.60355 -0.54447
H -5.46741 3.76186 1.21190
H -6.45925 2.52826 0.44232
H -3.78126 0.43639 1.85591
H -5.52222 0.53995 1.54209
H -4.75986 1.70466 2.60970
O 0.35414 3.31304 8.64689
C 0.39693 2.06412 8.14142
O 0.08373 1.13305 8.82625
C 0.84177 1.90193 6.71695
C 1.33023 2.93767 5.92953
C 1.72392 2.70381 4.62076
C 1.61630 1.42691 4.09269
S 2.07165 1.18151 2.39270
C 1.11487 0.38477 4.86550
C 0.74337 0.62243 6.17436
H 0.59012 3.96872 7.98334
H 1.44106 3.94658 6.30975
H 2.10715 3.51112 4.01187
H 1.00712 -0.60343 4.43809
H 0.35294 -0.17045 6.79693
N 3.79963 -2.17143 0.73861
C 3.92348 -1.55213 -0.56939
C 2.59058 -0.94459 -0.96820
N 1.48940 -1.93508 -0.92259
C 1.43908 -2.54200 0.43288
C 2.76869 -3.19783 0.75918
H 2.94730 0.18097 2.56896
H 4.68820 -2.56517 1.01760
H 4.22565 -2.27702 -1.34318
H 4.68946 -0.77464 -0.51958
H 2.60502 -0.42758 -1.92466
H 2.40870 -0.14271 -0.22461
H 1.60509 -2.66042 -1.62050
H 0.55084 -3.16316 0.53490
H 1.36129 -1.75098 1.20009
H 2.96285 -4.00097 0.03121
H 2.74013 -3.64485 1.75548

Atoms 1-6, force components in eV/Å:
-2.97 1.38 -0.57
0.32 0.18 0.44
0.06 -0.07 -0.07
-0.04 0.08 0.00
0.00 0.01 0.02
0.04 0.01 -0.04

---

[6]
The following is a quantum chemistry calculation of a structure of composition C36H32F6N2P3Ti in a non-equilibrium geometry, from the Open Molecules 2025 dataset.

Results
Multiplicity: 4
Charge: +2
Relative energy (zero: lowest compared OMol25 entry of this formula, charge and spin) in kcal/mol: 0.0
Highest occupied orbital energy (alpha / beta) in Eh: -0.4770 / -0.4912

CARTESIAN COORDINATES (ANGSTROEM)
Ti 0.52211 0.21340 0.33960
N -1.51478 0.27167 1.34709
C -2.20801 1.56628 1.48066
C -3.12726 1.74389 2.50213
C -3.82781 2.93635 2.59013
C -3.61878 3.93686 1.64739
C -2.69963 3.74599 0.62982
C -1.96986 2.56156 0.54182
P -0.72565 2.24762 -0.74390
C -1.31702 2.99444 -2.28800
C -1.98910 2.15435 -3.17658
C -2.51028 2.65074 -4.36252
C -2.35895 3.99573 -4.66345
C -1.69363 4.83907 -3.78104
C -1.16934 4.34347 -2.59614
C 0.65056 3.37381 -0.29708
C 0.71531 4.08585 0.89214
C 1.80314 4.91508 1.15062
C 2.82368 5.03331 0.22300
C 2.75785 4.33373 -0.97740
C 1.67907 3.50584 -1.23268
H -2.17083 -0.37196 0.91062
H -1.35646 -0.09019 2.28512
H -3.30222 0.95437 3.22429
H -4.54750 3.07867 3.38506
H -4.17428 4.86280 1.70780
H -2.53946 4.52827 -0.10305
H -2.11451 1.10216 -2.93961
H -3.02578 1.99038 -5.04719
H -2.75825 4.38909 -5.58886
H -1.57812 5.88811 -4.01863
H -0.64598 5.01315 -1.92404
H -0.07727 4.00271 1.62535
H 1.84493 5.47257 2.07685
H 3.67410 5.66848 0.43241
H 3.54275 4.44500 -1.71431
H 1.62144 2.98690 -2.18587
N 1.46186 -0.34066 -1.57486
C 1.85748 -1.71769 -1.88275
C 2.74393 -1.95022 -2.92276
C 3.08716 -3.24699 -3.26991
C 2.53672 -4.32285 -2.58285
C 1.64560 -4.09357 -1.55100
C 1.31220 -2.78891 -1.17513
P 0.11439 -2.49413 0.14587
C -1.21046 -3.71066 0.07874
C -2.37968 -3.34704 -0.60152
C -3.42746 -4.24349 -0.70757
C -3.31694 -5.50164 -0.12695
C -2.16042 -5.86956 0.55035
C -1.10677 -4.97726 0.66355
C 0.90238 -2.93647 1.68114
C 2.26351 -3.34460 1.79273
C 2.77170 -3.68573 3.01129
C 1.95975 -3.57972 4.16541
C 0.61189 -3.17974 4.08208
C 0.09050 -2.85706 2.86494
H 0.96831 0.03577 -2.38163
H 2.31368 0.22168 -1.50276
H 3.15859 -1.11178 -3.46988
H 3.77240 -3.41841 -4.08932
H 2.79582 -5.33621 -2.85727
H 1.20538 -4.93631 -1.03097
H -2.46360 -2.36821 -1.06175
H -4.32812 -3.96294 -1.23681
H -4.13889 -6.20078 -0.20538
H -2.07796 -6.85462 0.98912
H -0.20686 -5.28169 1.18530
H 2.88069 -3.38238 0.90546
H 3.79564 -4.01989 3.10725
H 2.38896 -3.80055 5.13467
H 0.00822 -3.12892 4.97761
H -0.95003 -2.56771 2.77642
F 1.05197 1.12603 2.14671
P 2.73871 0.75056 2.18060
F 4.21944 0.26435 2.07975
F 2.24643 -0.62578 1.21989
F 2.43812 -0.11616 3.46534
F 2.78037 1.46595 0.72976
F 3.03122 2.06647 2.94553

Atoms 1-6, force components in eV/Å:
-0.83 0.17 -0.51
-0.10 0.25 0.23
0.08 -0.30 -0.09
0.01 0.07 0.05
0.02 0.01 -0.04
0.00 -0.04 0.02

---

What did the third record say?
The following is a quantum chemistry calculation of the ion C5H10NOS with charge -1 in a non-equilibrium geometry, from the Open Molecules 2025 dataset.

Results
Charge: -1
Relative energy (zero: lowest compared OMol25 entry of this formula, charge and spin) in kcal/mol: 9.7
Highest occupied orbital energy in Eh: -0.0905

CARTESIAN COORDINATES (ANGSTROEM)
O -2.26631 -0.22521 -1.51426
C -1.63453 0.77818 -1.22229
N -0.69179 0.77898 -0.23639
C 0.03890 -0.47430 0.30309
C 0.95718 0.06843 1.32288
S 2.23759 -1.14540 1.95367
C 0.68572 -1.10988 -0.90509
C -1.96868 2.16534 -1.74175
H -0.27565 1.61436 0.14060
H -0.67997 -1.15906 0.74849
H 0.48475 0.36712 2.26719
H 1.48128 1.00100 1.09053
H 1.02013 -2.12656 -0.68754
H 1.48602 -0.58522 -1.42619
H -0.04970 -1.29050 -1.69878
H -1.46193 2.95199 -1.18905
H -1.64796 2.17120 -2.79081
H -3.02881 2.39886 -1.77503

Atoms 1-6, force components in eV/Å:
0.14 0.05 -0.79
-0.37 0.40 2.31
0.17 -1.37 0.06
-0.85 1.81 -1.72
1.90 -0.30 2.67
-0.34 0.24 -0.39